Entry 1:
The following is a DFT calculation (ωB97M-V/def2-TZVPD) of an isolated molecule of C18H25FN2 at a distorted geometry.

Geometry as XYZ:
```
46
Properties=species:S:1:pos:R:3:mulliken_charge:R:1
C 2.502 -3.272 1.304 -1.258
C 1.506 -3.108 0.168 -0.629
N 2.165 -2.239 -0.894 0.577
C 3.258 -2.871 -1.533 -0.797
C 4.734 -2.382 -1.116 -1.167
C 1.260 -1.387 -1.644 -1.121
C 0.700 -0.168 -0.884 0.687
C 0.720 0.114 0.479 -0.576
N -0.181 1.209 0.607 0.267
C -0.738 1.566 1.870 -0.763
C -2.103 1.064 1.926 -0.394
C -3.188 1.771 2.438 0.916
C -4.509 1.485 1.977 -1.437
C -3.129 3.098 3.218 -1.613
C -0.693 1.601 -0.655 -0.697
C -1.495 2.639 -1.140 -0.460
C -1.703 2.797 -2.511 -0.968
C -1.075 1.975 -3.419 0.147
F -1.264 2.148 -4.758 -0.344
C -0.282 0.920 -2.990 -0.583
C -0.119 0.782 -1.616 0.798
H 3.357 -3.867 1.053 0.289
H 2.757 -2.240 1.519 0.338
H 2.063 -3.724 2.149 0.416
H 0.684 -2.511 0.552 0.458
H 1.034 -4.049 -0.213 0.323
H 3.093 -2.769 -2.625 0.447
H 3.277 -3.988 -1.466 0.318
H 4.793 -1.352 -1.420 0.285
H 5.001 -2.581 -0.082 0.263
H 5.520 -2.875 -1.701 0.408
H 0.354 -2.012 -1.793 0.260
H 1.609 -1.088 -2.666 0.435
H 1.243 -0.411 1.185 0.644
H -0.163 1.206 2.705 0.247
H -0.808 2.685 1.944 0.410
H -2.261 0.239 1.222 0.391
H -5.215 2.270 2.200 0.397
H -4.454 1.343 0.869 0.308
H -4.866 0.577 2.404 0.324
H -3.882 3.437 3.953 0.385
H -2.982 3.859 2.530 0.398
H -2.197 3.145 3.786 0.378
H -2.089 3.218 -0.431 0.329
H -2.352 3.559 -2.861 0.474
H 0.116 0.185 -3.640 0.488
```

Computed properties:
LUMO energy = 0.78 eV
E = -24766.4488 eV
gap between HOMO and LUMO = 8.5 eV
SMILES = CCN(CC)Cc1cn(CC=C(C)C)c2ccc(F)cc12

Entry 2:
The following is a DFT calculation (ωB97M-V/def2-TZVPD) of a cluster of 3 separate species, C4H13NO2 in total at a distorted geometry.

Geometry as XYZ:
```
20
Properties=species:S:1:pos:R:3:mulliken_charge:R:1
C 0.376 0.822 0.258 -0.185
C -0.797 0.846 -0.731 -0.543
C -0.349 0.060 -1.971 -0.570
N 0.983 -0.531 -1.721 -0.460
C 1.498 0.124 -0.500 -0.694
H 0.017 0.107 1.030 0.038
H 0.667 1.727 0.760 0.436
H -1.056 1.842 -1.131 0.270
H -1.712 0.536 -0.234 0.304
H -1.096 -0.698 -2.255 0.225
H -0.432 0.690 -2.867 0.278
H 0.862 -1.529 -1.670 0.362
H 2.183 0.886 -0.873 0.302
H 2.196 -0.523 0.025 0.308
O 0.359 -2.191 0.501 -0.608
H 0.319 -2.790 1.252 0.276
H -0.533 -1.954 0.235 0.281
O -1.061 1.211 3.224 -0.632
H -1.773 0.736 2.799 0.301
H -0.649 0.629 3.869 0.310
```

Computed properties:
LUMO energy = 0.31 eV
E = -9942.9554 eV
gap between HOMO and LUMO = 8.6 eV
SMILES = C1CCNC1.O.O
energy above the lowest of the compared OMol25 structures with the same formula, charge and spin = 28.6 kcal/mol

Result set for HOMO energy: -7.7; -8.3 eV, one per record in the order listed.
Result set for molecular weight: 288.410; 107.153 g/mol, one per record in the order listed.